[1]
{"formula": "C5H3NO", "method": "ωB97M-V/def2-TZVPD", "e_homo_ev": -10.1, "lumo_ha": 0.0196, "total_charge": 0, "max_force_ev_per_a": 0.7, "gap_ha": 0.3915, "species": ["C", "C", "C", "C", "O", "N", "C", "H", "H", "H"], "positions_angstrom": [[2.63986, 0.87189, 0.32996], [1.47028, 0.41360, 0.13948], [0.07135, 0.09135, 0.06918], [-0.99711, 0.92923, -0.00001], [-2.12466, 0.22356, -0.07085], [-1.83083, -1.12181, -0.06227], [-0.53365, -1.19844, 0.02855], [2.26151, -0.15034, -0.53882], [-1.09484, 2.00554, -0.00313], [-0.04730, -2.16525, 0.06022]], "mulliken_charge": [-0.799, 0.016, 0.662, -0.198, -0.175, -0.374, -0.300, 0.269, 0.462, 0.438]}


[2]
{"formula": "C10H10F5O2PRuS3", "method": "ωB97M-V/def2-TZVPD", "e_homo_ev": [-11.7, -12.2], "lumo_ha": [-0.2046, -0.2354], "spin_multiplicity": 6, "total_charge": 1, "max_force_ev_per_a": 0.4, "gap_ha": [0.2271, 0.2113], "species": ["Ru", "C", "C", "O", "P", "S", "S", "O", "C", "C", "H", "H", "H", "H", "H", "H", "H", "H", "H", "H", "F", "C", "C", "F", "C", "F", "C", "S", "C", "F", "C", "F"], "positions_angstrom": [[0.67706, 0.41632, -0.54913], [-2.30653, -1.30717, 3.13048], [-3.15691, -2.13865, 2.20408], [-2.59427, -2.27662, 0.84893], [-1.67525, -1.22970, 0.10778], [-1.26753, 1.35905, -0.84521], [0.33544, -1.53872, 0.54319], [-1.80343, -1.64447, -1.40353], [-3.06039, -2.00077, -2.08474], [-3.26524, -3.49075, -2.08522], [-2.80747, -1.25079, 4.09724], [-2.18647, -0.28228, 2.77207], [-1.32221, -1.74783, 3.28708], [-4.15406, -1.72533, 2.07313], [-3.24145, -3.16633, 2.54542], [-2.92179, -1.61128, -3.08942], [-3.87695, -1.45561, -1.61101], [-2.38363, -3.99751, -2.47577], [-4.10483, -3.71874, -2.74406], [-3.49020, -3.87797, -1.09386], [5.11624, 5.47102, 0.44893], [4.60216, 4.30958, 0.09086], [3.33760, 3.94908, 0.53194], [2.63795, 4.76414, 1.30652], [2.83256, 2.73125, 0.13947], [1.57894, 2.38922, 0.56399], [3.51845, 1.84892, -0.67146], [2.86139, 0.29480, -1.18071], [4.78217, 2.23648, -1.09920], [5.48851, 1.43321, -1.88403], [5.32390, 3.45345, -0.72558], [6.52624, 3.80400, -1.14817]], "lowdin_spin": [2.501, 0.012, 0.006, 0.158, 0.413, 0.977, 0.336, 0.111, 0.005, 0.002, 0.000, 0.006, 0.002, 0.001, 0.003, 0.000, 0.002, 0.000, 0.000, 0.000, 0.008, 0.022, -0.001, -0.002, 0.021, 0.062, 0.030, 0.304, 0.021, 0.006, -0.004, -0.003]}


[3]
{"formula": "C4H12S", "method": "ωB97M-V/def2-TZVPD", "e_homo_ev": -9.1, "lumo_ha": 0.0337, "total_charge": 0, "max_force_ev_per_a": 1.0, "gap_ha": 0.3669, "species": ["C", "C", "H", "H", "H", "H", "H", "H", "C", "C", "S", "H", "H", "H", "H", "H", "H"], "positions_angstrom": [[-1.74493, -1.08363, 2.92528], [-1.71857, 0.33065, 2.35249], [-0.92616, -1.70407, 2.55845], [-1.62075, -0.99903, 4.00366], [-2.63327, -1.65206, 2.66172], [-1.80379, 0.39013, 1.25808], [-0.76196, 0.78383, 2.59811], [-2.56877, 0.90974, 2.71773], [1.72120, 0.07995, -1.40877], [1.66689, 0.53988, 0.04313], [0.05870, 0.04484, -2.11600], [2.39332, 0.75536, -1.94431], [2.17146, -0.89999, -1.43852], [1.18518, 1.49342, 0.21714], [0.40904, -0.66881, -3.18750], [2.67699, 0.61057, 0.47369], [1.14708, -0.18738, 0.66544]], "mulliken_charge": [-0.837, -0.733, 0.267, 0.264, 0.288, 0.214, 0.228, 0.315, -0.325, -1.091, -0.231, 0.313, 0.317, 0.355, 0.108, 0.344, 0.204]}


What did the second record say?
{"formula": "C10H10F5O2PRuS3", "method": "ωB97M-V/def2-TZVPD", "e_homo_ev": [-11.7, -12.2], "lumo_ha": [-0.2046, -0.2354], "spin_multiplicity": 6, "total_charge": 1, "max_force_ev_per_a": 0.4, "gap_ha": [0.2271, 0.2113], "species": ["Ru", "C", "C", "O", "P", "S", "S", "O", "C", "C", "H", "H", "H", "H", "H", "H", "H", "H", "H", "H", "F", "C", "C", "F", "C", "F", "C", "S", "C", "F", "C", "F"], "positions_angstrom": [[0.67706, 0.41632, -0.54913], [-2.30653, -1.30717, 3.13048], [-3.15691, -2.13865, 2.20408], [-2.59427, -2.27662, 0.84893], [-1.67525, -1.22970, 0.10778], [-1.26753, 1.35905, -0.84521], [0.33544, -1.53872, 0.54319], [-1.80343, -1.64447, -1.40353], [-3.06039, -2.00077, -2.08474], [-3.26524, -3.49075, -2.08522], [-2.80747, -1.25079, 4.09724], [-2.18647, -0.28228, 2.77207], [-1.32221, -1.74783, 3.28708], [-4.15406, -1.72533, 2.07313], [-3.24145, -3.16633, 2.54542], [-2.92179, -1.61128, -3.08942], [-3.87695, -1.45561, -1.61101], [-2.38363, -3.99751, -2.47577], [-4.10483, -3.71874, -2.74406], [-3.49020, -3.87797, -1.09386], [5.11624, 5.47102, 0.44893], [4.60216, 4.30958, 0.09086], [3.33760, 3.94908, 0.53194], [2.63795, 4.76414, 1.30652], [2.83256, 2.73125, 0.13947], [1.57894, 2.38922, 0.56399], [3.51845, 1.84892, -0.67146], [2.86139, 0.29480, -1.18071], [4.78217, 2.23648, -1.09920], [5.48851, 1.43321, -1.88403], [5.32390, 3.45345, -0.72558], [6.52624, 3.80400, -1.14817]], "lowdin_spin": [2.501, 0.012, 0.006, 0.158, 0.413, 0.977, 0.336, 0.111, 0.005, 0.002, 0.000, 0.006, 0.002, 0.001, 0.003, 0.000, 0.002, 0.000, 0.000, 0.000, 0.008, 0.022, -0.001, -0.002, 0.021, 0.062, 0.030, 0.304, 0.021, 0.006, -0.004, -0.003]}